No. 1
{"formula": "CH3NOP2S", "method": "wB97M-V/def2-TZVPD", "species": ["C", "N", "O", "P", "P", "S", "H", "H", "H"], "positions_angstrom": [[0.33, -0.24, -1.25], [0.92, 0.83, -0.99], [0.29, -0.79, 1.38], [-0.06, -1.65, -0.07], [0.16, 0.71, 2.02], [1.34, 1.61, 0.43], [0.34, -0.32, -2.37], [-1.54, -1.46, -0.06], [-1.77, 1.31, 0.91]], "de_lowest_kj_mol": 383.9, "gap_ev": [7.807, 7.810]}

***

No. 2
{"formula": "HN4O3", "method": "wB97M-V/def2-TZVPD", "species": ["N", "N", "N", "N", "O", "O", "O", "H"], "positions_angstrom": [[-0.35, 0.78, 0.62], [1.95, -1.28, 0.42], [0.88, 0.82, 0.34], [-1.31, 0.50, -0.32], [-1.04, 0.40, -1.51], [1.21, -2.10, 0.89], [-2.44, 0.38, 0.19], [1.11, 0.50, -0.64]], "charge": -1, "de_lowest_kj_mol": 149.7, "gap_ev": [6.602, 8.048]}

***

No. 3
{"formula": "C20H28N4O3S", "method": "wB97M-V/def2-TZVPD", "species": ["C", "N", "C", "O", "C", "C", "C", "C", "N", "O", "N", "C", "C", "O", "H", "H", "H", "H", "H", "H", "H", "H", "H", "H", "H", "H", "H", "H", "H", "C", "N", "C", "C", "C", "C", "C", "C", "C", "C", "C", "S", "C", "C", "H", "H", "H", "H", "H", "H", "H", "H", "H", "H", "H", "H", "H"], "positions_angstrom": [[4.51, -0.02, 3.26], [3.76, -1.16, 2.73], [2.45, -1.46, 2.73], [2.16, -2.57, 2.32], [1.33, -0.50, 3.23], [0.13, -0.49, 2.26], [-1.15, 0.17, 2.80], [-1.81, -0.63, 3.92], [-1.73, -0.20, 5.15], [-2.41, -1.66, 3.70], [1.76, 0.89, 3.47], [1.41, 1.66, 4.50], [2.01, 3.04, 4.54], [0.65, 1.30, 5.39], [5.58, -0.24, 3.25], [4.34, 0.86, 2.65], [4.21, 0.17, 4.30], [4.32, -1.92, 2.35], [0.99, -0.92, 4.18], [0.43, 0.02, 1.34], [-0.12, -1.52, 2.00], [-0.94, 1.19, 3.13], [-1.87, 0.25, 1.98], [-2.16, -0.77, 5.85], [-1.07, 0.54, 5.39], [2.37, 1.30, 2.78], [3.09, 2.97, 4.59], [1.71, 3.59, 3.65], [1.64, 3.56, 5.42], [0.58, 3.66, -4.58], [-0.23, 2.45, -4.37], [0.17, 1.28, -5.16], [-0.81, 0.15, -4.97], [-1.43, -0.43, -6.09], [-2.30, -1.50, -5.93], [-2.57, -2.01, -4.65], [-1.96, -1.45, -3.51], [-2.24, -2.01, -2.17], [-2.86, -3.32, -1.93], [-3.02, -3.61, -0.60], [-2.44, -2.32, 0.43], [-1.97, -1.38, -0.98], [-1.09, -0.36, -3.70], [1.64, 3.46, -4.41], [0.26, 4.45, -3.89], [0.45, 4.04, -5.60], [-1.22, 2.64, -4.51], [0.23, 1.55, -6.22], [1.17, 0.95, -4.85], [-1.23, -0.05, -7.08], [-2.78, -1.95, -6.80], [-3.26, -2.84, -4.57], [-3.15, -4.01, -2.71], [-3.45, -4.53, -0.22], [-1.52, -0.39, -0.90], [-0.59, 0.09, -2.85]], "smiles": "CNC(=O)[C@H](CCC(N)=O)NC(C)=O.CNCc1cccc(-c2ccsc2)c1", "de_lowest_kj_mol": 170.7, "gap_ev": 8.279}

***

No. 4
{"formula": "C18H22FN2O2", "method": "wB97M-V/def2-TZVPD", "species": ["F", "C", "C", "C", "C", "C", "C", "C", "C", "C", "C", "C", "C", "C", "H", "H", "H", "H", "H", "H", "H", "H", "H", "H", "C", "C", "C", "C", "O", "C", "N", "N", "O", "H", "H", "H", "H", "H", "H", "H", "H", "H", "H", "H", "H"], "positions_angstrom": [[-1.67, -4.55, -3.91], [-1.43, -3.35, -3.28], [-2.45, -2.39, -3.30], [-2.19, -1.15, -2.69], [-0.97, -0.92, -2.06], [0.03, -1.93, -1.95], [1.18, -1.66, -1.16], [2.10, -2.65, -0.69], [3.40, -2.25, -0.25], [4.38, -3.19, 0.06], [4.10, -4.56, -0.05], [2.81, -4.98, -0.38], [1.81, -4.05, -0.64], [-0.20, -3.15, -2.67], [-3.40, -2.60, -3.77], [-2.95, -0.37, -2.71], [-0.76, 0.05, -1.61], [1.53, -0.63, -1.17], [3.62, -1.18, -0.19], [5.37, -2.86, 0.37], [4.89, -5.30, 0.15], [2.58, -6.05, -0.45], [0.79, -4.40, -0.83], [0.56, -3.92, -2.75], [-1.03, 5.10, 1.12], [-1.69, 4.04, 1.97], [-1.07, 4.00, 3.35], [-3.18, 4.34, 2.08], [-1.61, 2.69, 1.32], [-0.37, 2.18, 1.09], [-0.46, 0.83, 0.85], [0.71, 0.14, 0.50], [0.69, 2.79, 1.11], [-1.50, 5.16, 0.13], [-1.14, 6.08, 1.61], [0.04, 4.88, 1.01], [-1.54, 3.22, 3.96], [0.01, 3.81, 3.28], [-1.22, 4.96, 3.85], [-3.70, 3.57, 2.67], [-3.34, 5.30, 2.59], [-3.65, 4.40, 1.09], [-1.34, 0.44, 0.55], [1.48, 0.80, 0.71], [0.79, -0.68, 1.10]], "charge": 1, "de_lowest_kj_mol": 235.3, "gap_ev": 6.257}

***

No. 5
{"formula": "C4H10N2O", "method": "wB97M-V/def2-TZVPD", "species": ["C", "C", "O", "N", "C", "C", "N", "H", "H", "H", "H", "H", "H", "H", "H", "H", "H"], "positions_angstrom": [[1.26, -1.98, -0.64], [0.87, -0.68, -1.21], [1.04, -0.36, -2.38], [0.28, 0.31, -0.36], [-0.37, -0.03, 0.88], [-0.73, 1.10, 1.74], [-2.08, 1.53, 1.43], [0.53, -2.77, -0.89], [2.21, -2.54, -0.88], [1.28, -1.74, 0.44], [0.06, 1.21, -0.83], [-1.25, -0.64, 0.65], [0.24, -0.69, 1.44], [-0.72, 0.72, 2.77], [0.09, 1.87, 1.72], [-2.15, 1.78, 0.51], [-2.17, 2.36, 1.99]], "smiles": "CC(=O)NCCN", "de_lowest_kj_mol": 167.6, "gap_ev": 10.122}

***

No. 6
{"formula": "C3H4CrO4", "method": "wB97M-V/def2-TZVPD", "species": ["O", "C", "O", "O", "C", "C", "O", "H", "H", "H", "H", "Cr"], "positions_angstrom": [[3.07, -0.90, -0.30], [2.05, -0.27, -0.18], [1.80, 0.97, -0.10], [0.76, -0.94, -0.12], [-2.99, -1.24, 0.02], [-3.02, 0.18, -0.09], [-2.01, 0.90, 0.06], [0.83, -1.89, 0.03], [-2.25, -1.71, 0.68], [-3.84, -1.82, -0.33], [-3.95, 0.65, -0.44], [-0.13, 0.87, 0.08]], "charge": 2, "de_lowest_kj_mol": 167.3, "gap_ev": [5.316, 9.373], "spin_multiplicity": 5}

***

| no. | largest force on an atom (eV/Å) | electronic energy (eV) |
| --- | --- | --- |
| 1 | 3.8 | -34032.555 |
| 2 | 3.9 | -12113.268 |
| 3 | 2.3 | -44133.493 |
| 4 | 2.4 | -28807.666 |
| 5 | 3.9 | -9337.251 |
| 6 | 3.5 | -39764.386 |